No. 1
Molecular formula: C38H33B2N9O22
Method: DFT, the ωB97M-V functional and the def2-TZVPD basis

XYZ file:
```
104
C38H33B2N9O22 | the Open Molecules 2025 dataset | the ωB97M-V functional and the def2-TZVPD basis
O 1.78373 -1.02961 -11.70868
C 1.24608 0.06680 -11.54715
O 1.51327 1.30207 -12.03550
B 0.59997 2.27866 -11.33878
O 0.05390 1.46038 -10.21621
C 0.31009 0.14919 -10.41200
O -0.31803 -0.74606 -9.85287
O -0.55538 2.87042 -12.13865
C -0.56001 4.19002 -12.14171
O -1.36125 5.01957 -12.57835
C 0.68539 4.50647 -11.28149
O 1.25156 3.43492 -10.83140
O 1.05727 5.61878 -11.03499
O 1.26041 -2.08277 -7.95504
C 2.42541 -2.57490 -8.11939
O 2.70867 -3.79501 -8.25909
B 4.19430 -3.93418 -8.29064
O 4.71558 -2.55139 -8.17779
C 3.72463 -1.72584 -8.21536
O 3.77019 -0.48367 -8.18378
O 4.60208 -4.59949 -9.53995
C 5.00340 -5.82115 -9.19887
O 5.39703 -6.72026 -9.92503
C 5.14406 -5.88222 -7.62715
O 4.70153 -4.80710 -7.16460
O 5.67138 -6.80272 -6.99208
C 5.95303 -9.76926 -9.28706
C 5.36443 -10.96568 -9.84563
N 4.93972 -11.91011 -10.29844
H 6.50299 -9.37430 -10.14126
H 6.42828 -9.94294 -8.32162
H 5.13500 -9.08756 -9.05423
C 5.23684 -5.73980 -3.69294
C 4.29038 -4.95569 -2.85947
N 3.54157 -4.37427 -2.17999
H 4.82559 -6.55027 -4.29469
H 6.09195 -6.14983 -3.15557
H 5.66013 -4.97062 -4.33892
C 6.04697 1.21600 -9.55391
C 7.52449 1.50626 -9.46955
N 8.67522 1.67344 -9.33861
H 5.82382 1.16005 -10.61935
H 5.49410 1.94859 -8.96590
H 5.91129 0.32683 -8.93822
C 0.34426 -6.03352 -9.09136
C -0.41457 -4.82516 -8.90804
N -0.94332 -3.81353 -8.80332
H 0.14795 -6.39603 -10.10039
H -0.11322 -6.71991 -8.37884
H 1.40263 -5.95920 -8.84147
C 0.02868 -4.31604 -3.16529
C -0.01338 -3.91063 -4.61434
N -0.00827 -3.61215 -5.73152
H 1.01192 -4.69248 -2.88311
H -0.63108 -5.18367 -3.15829
H -0.38563 -3.65350 -2.40537
C 2.75773 2.29500 -7.86498
C 1.51176 1.56161 -7.52759
N 0.51603 0.98815 -7.35280
H 3.63835 1.94882 -7.32391
H 2.58945 3.36654 -7.75737
H 3.01674 2.08927 -8.90357
C 5.64584 -0.83288 -2.65655
C 5.51143 -1.16977 -3.98441
C 5.97371 -0.30341 -5.00309
C 6.52201 0.92629 -4.61091
C 6.72663 1.23246 -3.27474
C 6.29011 0.34511 -2.27427
N 6.75072 1.99708 -5.58128
O 6.36635 1.82601 -6.70028
O 7.16363 3.01266 -5.20212
H 5.27787 -1.61929 -2.01424
H 4.98584 -2.07443 -4.25225
H 5.70337 -0.54181 -6.02117
H 6.96653 2.26261 -3.05643
H 6.37914 0.60168 -1.22898
C 4.32356 -10.35439 -13.29509
C 5.64278 -10.11651 -13.06019
C 6.12609 -8.77508 -12.96262
C 5.24337 -7.71747 -12.98876
C 3.85904 -8.01807 -13.16215
C 3.42409 -9.32318 -13.37340
N 5.69694 -6.34713 -12.80530
O 4.84010 -5.50126 -12.76389
O 6.90505 -6.20549 -12.68262
H 3.93612 -11.34040 -13.50507
H 6.26585 -10.99507 -12.98083
H 7.17645 -8.59943 -12.78292
H 3.04809 -7.31683 -13.03168
H 2.39098 -9.62507 -13.46252
C 5.64788 -1.25205 -12.77228
C 5.78280 -2.32943 -11.92642
C 6.97881 -3.03397 -11.84287
C 8.03328 -2.65102 -12.68722
C 7.83858 -1.69064 -13.66836
C 6.63042 -0.94728 -13.71549
N 9.36856 -3.24802 -12.45707
O 9.43333 -4.07267 -11.56494
O 10.37468 -2.92883 -13.12626
H 4.70944 -0.72318 -12.84989
H 5.02715 -2.46016 -11.16596
H 7.13360 -3.82514 -11.12420
H 8.64946 -1.33724 -14.28802
H 6.60911 -0.00308 -14.23935
```

Its energy is -3665.81569 Ha. The value obtained for the gap between HOMO and LUMO is 7.723 eV. The LUMO energy is 0.101 Eh. Its spin multiplicity is 1. Its net charge is -2.

Here are the Löwdin charges for atoms 1 to 99, given in e: O 0.11; C -0.36; O 0.20; B -0.84; O 0.17; C -0.38; O 0.12; O 0.21; C -0.37; O 0.09; C -0.42; O 0.26; O 0.13; O 0.06; C -0.36; O 0.23; B -0.80; O 0.23; C -0.35; O 0.09; O 0.23; C -0.32; O 0.12; C -0.42; O 0.25; O 0.08; C -0.05; C -0.31; N 0.13; H 0.08; H 0.09; H 0.07; C -0.06; C -0.25; N 0.12; H 0.08; H 0.08; H 0.07; C -0.06; C -0.27; N 0.09; H 0.08; H 0.05; H 0.06; C -0.07; C -0.31; N 0.17; H 0.08; H 0.07; H 0.07; C -0.08; C -0.23; N 0.17; H 0.03; H 0.06; H 0.07; C -0.07; C -0.25; N 0.17; H 0.05; H 0.08; H 0.07; C -0.09; C -0.06; C 0.04; C -0.13; C -0.01; C -0.06; N -0.39; O 0.08; O 0.11; H 0.10; H 0.10; H 0.11; H 0.11; H 0.10; C -0.12; C -0.09; C 0.00; C -0.15; C 0.02; C -0.08; N -0.35; O 0.11; O 0.07; H 0.11; H 0.10; H 0.11; H 0.12; H 0.11; C -0.07; C -0.05; C 0.01; C -0.14; C -0.01; C -0.06; N -0.33; O 0.06; O 0.03


No. 2
Molecular formula: C23H32N2O8
Method: DFT, the ωB97M-V functional and the def2-TZVPD basis

XYZ file:
```
65
C23H32N2O8 | the Open Molecules 2025 dataset | the ωB97M-V functional and the def2-TZVPD basis
C -4.64970 2.86486 -0.47365
C -4.53641 1.55185 -0.37617
C -5.05993 0.63618 -1.41319
O -5.75322 1.01335 -2.30338
O -4.67886 -0.66095 -1.33762
C -4.96142 -1.33785 -0.09600
C -4.16612 -2.63686 -0.04949
C -3.06285 -2.67299 1.02007
C -1.64094 -2.91149 0.46010
C -0.63298 -1.92917 1.02628
C 0.83614 -2.28468 0.72802
C 1.05770 -2.80751 -0.65732
C 1.11515 -4.17008 -0.90001
C 1.30367 -4.67276 -2.20408
C 1.45464 -3.81159 -3.26460
C 1.39928 -2.41645 -3.05722
N 1.54939 -1.58327 -4.12898
C 1.48366 -0.31125 -3.87302
C 1.28818 0.19726 -2.57572
N 1.15348 -0.56125 -1.52597
C 1.20293 -1.90673 -1.75366
H -4.50758 3.43154 0.43117
H -4.86095 3.33764 -1.41594
H -4.02497 1.10002 0.45723
H -4.72844 -0.70472 0.75310
H -6.03012 -1.53585 -0.07449
H -3.77287 -2.81075 -1.04404
H -4.87760 -3.43144 0.14758
H -3.08350 -1.75030 1.59317
H -3.28761 -3.47872 1.71050
H -1.35575 -3.92739 0.71852
H -1.68361 -2.84394 -0.62065
H -0.83810 -0.95500 0.58854
H -0.77125 -1.87429 2.09999
H 1.42311 -1.38948 0.90371
H 1.15458 -3.02728 1.45222
H 1.02486 -4.86890 -0.08561
H 1.33173 -5.73950 -2.35447
H 1.60904 -4.16266 -4.26978
H 1.59176 0.38113 -4.69360
H 1.25852 1.26679 -2.43663
C -1.04813 2.46418 -0.19442
O -0.26928 2.38363 1.00263
C -0.15042 3.53782 1.65752
O -0.63975 4.58710 1.33649
O 0.61743 3.32766 2.73046
C 0.83680 4.49441 3.53066
H -1.06156 1.46576 -0.62570
H -2.07119 2.75574 0.01631
H -0.58911 3.14814 -0.90619
H -0.10495 4.87645 3.91841
H 1.34515 5.26376 2.95367
H 1.47004 4.17781 4.35412
C 7.42414 1.78072 0.86420
O 6.28901 1.88499 1.72500
C 5.11667 1.74560 1.10253
O 4.96881 1.55079 -0.07626
O 4.14859 1.86240 2.00485
C 2.82411 1.72736 1.46874
H 8.29619 1.91218 1.49784
H 7.45912 0.80146 0.39100
H 7.40293 2.55891 0.10386
H 2.69548 0.74534 1.01899
H 2.63526 2.50243 0.72796
H 2.13160 1.83986 2.29241
```

Its energy is -1607.02277 Ha. Its SMILES is C=CC(=O)OCCCCCCc1cccc2nccnc12.COC(=O)OC.COC(=O)OC. The value obtained for the gap between HOMO and LUMO is 8.686 eV. The LUMO energy is -0.007 Eh. Its spin multiplicity is 1. For the energy above the lowest of the compared OMol25 structures with the same formula, charge and spin, the calculation gives 17.2 kcal per mole. Its net charge is 0.

Charges per atom according to natural (NBO) partitioning, unit e: C -0.29; C -0.35; C 0.76; O -0.54; O -0.53; C -0.06; C -0.43; C -0.39; C -0.40; C -0.37; C -0.42; C 0.02; C -0.20; C -0.20; C -0.21; C 0.18; N -0.37; C 0.01; C 0.01; N -0.38; C 0.07; H 0.21; H 0.22; H 0.20; H 0.17; H 0.18; H 0.23; H 0.21; H 0.19; H 0.21; H 0.20; H 0.20; H 0.20; H 0.20; H 0.23; H 0.21; H 0.21; H 0.22; H 0.22; H 0.20; H 0.19; C -0.26; O -0.50; C 0.98; O -0.64; O -0.51; C -0.26; H 0.20; H 0.20; H 0.19; H 0.19; H 0.20; H 0.20; C -0.26; O -0.50; C 0.98; O -0.65; O -0.50; C -0.26; H 0.19; H 0.19; H 0.19; H 0.19; H 0.18; H 0.22


no.,maximum force (hartree/bohr)
1,0.170
2,0.019